Molecular formula: C28H25Cl5DyN6OS
Method: DFT, ωB97M-V with the def2-TZVPD basis set

Properties
2S+1: 6
Charge: +1
Gap between HOMO and LUMO (spin up / spin down) in eV: 7.69 / 7.72
LUMO level (spin up / spin down) in eV: -2.9 / -2.9

Each line ends with the Mulliken spin population.
Cartesian coordinates (Å):
Dy: -0.355 0.367 0.193  4.90
Cl: -0.051 4.314 2.336  0.00
Cl: -5.423 1.571 1.213  0.00
Cl: -5.388 4.130 2.871  0.00
Cl: -2.552 5.428 3.621  0.00
Cl: -3.017 0.619 -0.429  0.00
S: 0.110 -4.361 1.658  0.00
O: -0.390 0.659 -2.001  0.04
N: 3.166 1.432 3.824  0.00
N: 0.330 1.557 -3.952  0.00
N: -0.538 -1.846 1.167  0.01
N: 4.743 1.786 2.134  0.00
N: 1.209 1.148 1.834  0.01
N: -0.609 -0.655 -3.813  0.00
C: -0.938 -0.927 -5.188  0.00
C: -2.143 -4.263 3.395  0.00
C: -0.904 -1.729 -2.898  0.00
C: -1.288 -3.709 2.434  0.00
C: 3.791 -3.060 -0.674  0.00
C: -2.608 -1.596 2.469  0.00
C: -3.134 -3.422 3.943  0.00
C: 2.676 -1.127 -1.426  0.01
C: -3.397 -2.147 3.474  0.00
C: 3.444 1.625 2.520  0.00
C: -1.528 2.400 1.099  0.01
C: 2.711 -3.355 0.122  0.00
C: 1.618 -2.440 0.193  0.00
C: -1.502 -2.334 2.019  0.01
C: 0.424 -2.769 0.918  0.00
C: 1.590 -1.208 -0.527  0.01
C: -3.908 3.513 2.265  0.00
C: 3.775 -1.942 -1.494  0.00
C: 1.895 1.172 4.135  0.00
C: 1.064 1.484 -5.186  0.00
C: -2.817 1.956 0.744  0.02
C: -0.200 0.529 -3.254  0.00
C: -3.947 2.411 1.393  0.00
C: 0.191 2.900 -3.369  0.00
C: -1.466 3.490 1.986  -0.01
C: 0.902 1.052 3.162  0.00
C: -2.640 4.066 2.564  0.00
C: 2.448 1.500 1.522  0.00
H: 2.694 -0.268 -2.086  0.00
H: -1.761 -1.555 -2.270  0.00
H: -0.695 2.991 -2.751  0.00
H: -0.255 -1.654 -5.664  0.00
H: -2.019 -5.282 3.819  0.00
H: -2.892 -0.607 2.050  0.00
H: 0.387 1.639 -6.019  0.00
H: 5.422 1.928 2.903  0.00
H: 1.832 2.274 -5.191  0.00
H: 1.061 3.141 -2.745  0.00
H: -3.740 -3.788 4.764  0.00
H: 4.608 -1.681 -2.144  0.00
H: 0.150 3.646 -4.176  0.00
H: -1.922 -1.397 -5.180  0.00
H: 2.689 1.592 0.465  0.00
H: 1.678 1.173 5.194  0.00
H: -1.059 -2.647 -3.491  0.00
H: -0.910 -0.013 -5.785  0.00
H: 4.640 -3.744 -0.561  0.00
H: -0.020 -1.926 -2.276  0.00
H: 1.576 0.507 -5.341  0.00
H: 2.652 -4.293 0.727  0.00
H: -4.221 -1.574 3.932  0.00
H: -0.125 0.893 3.444  0.00
H: 4.883 2.428 1.382  0.00

Molecular formula: C17H7BrF5IIrN2O4S
Method: DFT, ωB97M-V with the def2-TZVPD basis set

Properties
2S+1: 2
Charge: +2
Gap between HOMO and LUMO (spin up / spin down) in eV: 7.87 / 5.58
LUMO level (spin up / spin down) in eV: -7.8 / -10.1

Each line ends with the Mulliken spin population.
Cartesian coordinates (Å):
Ir: -0.515 0.004 0.128  0.04
I: 0.501 -1.719 -1.589  0.00
Br: -2.756 -0.498 -0.819  0.00
S: -1.410 1.349 1.788  0.48
F: 0.061 -3.002 3.883  0.00
F: -1.151 2.230 4.547  0.02
F: 0.264 -1.850 6.290  0.04
F: -0.781 -1.583 1.747  0.00
F: -0.332 0.751 6.673  -0.01
O: 3.678 4.035 -0.080  0.00
O: 2.888 1.722 1.365  0.00
O: 1.246 0.234 1.037  0.00
O: 2.748 5.173 -1.748  0.00
N: 0.172 1.573 -0.830  0.00
N: -0.228 2.321 -1.867  0.00
C: -0.241 -1.735 4.015  0.03
C: -0.864 0.962 4.402  0.12
C: 0.623 3.344 -2.046  0.00
C: 1.905 1.360 0.780  0.01
C: 1.292 2.117 -0.350  0.00
C: -0.446 0.219 5.483  -0.02
C: -1.228 -2.100 -2.704  0.00
C: -0.132 -1.128 5.290  0.19
C: -1.090 -2.899 -3.831  0.00
C: -3.449 -2.665 -4.259  0.00
C: -0.965 0.389 3.102  0.04
C: -2.208 -3.179 -4.603  0.00
C: 2.746 4.247 -0.993  0.00
C: -3.592 -1.865 -3.134  0.00
C: -0.662 -0.978 2.967  0.06
C: -2.469 -1.596 -2.373  0.00
C: 1.617 3.253 -1.086  -0.01
H: 0.493 4.076 -2.827  0.00
H: -4.559 -1.468 -2.858  0.00
H: -2.101 -3.803 -5.479  0.00
H: -0.125 -3.304 -4.107  0.00
H: -4.317 -2.883 -4.866  0.00
H: -1.060 2.095 -2.392  0.00
H: 3.514 3.256 0.487  0.00

Molecular formula: C14H11N4ORhS
Method: DFT, ωB97M-V with the def2-TZVPD basis set

Properties
Charge: +2
Gap between HOMO and LUMO (spin up / spin down) in eV: 5.63 / 5.64
LUMO level (spin up / spin down) in eV: -9.7 / -9.7

Each line ends with the Löwdin charge.
Cartesian coordinates (Å):
Rh: 1.430 -0.347 -2.473  0.87
S: 3.624 -0.570 -1.959  0.78
O: 1.663 2.522 -3.377  0.25
N: 2.247 0.377 0.163  0.06
N: 4.520 0.394 0.352  0.15
N: -0.644 -0.364 -2.374  -0.04
N: 1.235 -0.093 -0.554  -0.13
C: -0.003 -0.127 -0.074  -0.08
C: -1.562 0.966 3.128  -0.03
C: -2.868 -0.778 -3.101  0.02
C: -3.297 -0.818 -1.791  0.03
C: -1.516 -0.565 -3.355  -0.06
C: 3.443 0.105 -0.358  -0.75
C: 0.548 -0.652 2.284  -0.01
C: 0.279 -0.518 3.630  -0.03
C: -0.767 0.296 4.052  -0.01
C: 1.563 1.444 -3.097  -0.14
C: -1.336 0.803 1.777  -0.02
C: -2.378 -0.614 -0.762  0.05
C: -1.061 -0.352 -1.080  -0.18
C: -0.267 -0.002 1.342  -0.17
H: -4.335 -1.015 -1.557  0.14
H: -2.356 1.618 3.465  0.13
H: -1.937 1.351 1.064  0.13
H: -1.128 -0.565 -4.366  0.14
H: 1.349 -1.298 1.954  0.12
H: -0.965 0.409 5.110  0.13
H: 4.423 0.756 1.289  0.14
H: -2.684 -0.684 0.271  0.13
H: 0.882 -1.047 4.355  0.12
H: -3.548 -0.930 -3.927  0.14
H: 5.446 0.300 -0.033  0.13

Molecular formula: C40H73ClO16PS2
Method: DFT, ωB97M-V with the def2-TZVPD basis set

Properties
Charge: -1
Gap between HOMO and LUMO in eV: 6.42
LUMO level in eV: 1.6

Each line ends with the Löwdin charge.
Cartesian coordinates (Å):
Cl: 1.266 -4.520 -3.248  0.30
S: 0.747 -2.809 -2.144  0.40
S: 5.873 2.202 2.436  0.62
P: 0.171 -0.334 2.607  0.60
O: 1.966 -2.439 -1.420  -0.37
O: 5.708 2.187 -5.754  0.03
O: 4.583 4.014 -6.029  -0.02
O: -0.743 0.097 1.140  -0.33
O: -10.721 0.281 5.730  0.03
O: -0.392 -3.194 -1.318  -0.34
O: -2.345 -1.434 3.354  -0.13
O: 5.558 4.832 -11.962  0.12
O: 6.134 6.922 -11.316  0.00
O: 6.550 -2.759 3.864  0.10
O: 5.263 5.592 -9.850  0.04
O: -11.530 -1.530 6.825  0.12
O: 5.629 -4.168 2.292  -0.04
O: -9.329 -1.016 6.755  0.00
O: 4.315 2.862 -4.101  0.13
O: 1.738 0.006 1.881  -0.31
C: -2.945 -2.469 0.732  -0.07
C: 0.380 -1.467 -3.337  -0.26
C: -5.439 -2.586 0.236  -0.10
C: -5.845 1.229 5.917  -0.07
C: 1.463 0.898 0.816  -0.35
C: -9.081 -2.125 7.617  -0.04
C: 4.632 -4.744 3.164  -0.19
C: 0.209 0.244 0.090  -0.36
C: 4.736 4.314 -9.461  -0.20
C: 4.826 3.007 -5.179  -0.60
C: 1.950 -2.421 3.622  -0.27
C: -1.538 -0.219 3.485  -0.29
C: 5.645 -1.691 1.924  0.01
C: 5.636 5.694 -11.126  -0.61
C: 3.579 4.923 -5.576  -0.04
C: -0.277 0.815 -1.277  -0.11
C: 4.085 1.178 0.535  -0.25
C: 6.655 7.138 -12.626  -0.05
C: -6.477 -0.313 3.830  -0.06
C: -12.776 1.319 6.515  -0.07
C: -12.054 0.653 5.361  -0.22
C: -4.362 -2.643 1.409  -0.33
C: 1.090 -1.176 4.059  -0.30
C: -4.663 -1.648 2.560  -0.09
C: 6.056 1.027 -4.986  -0.21
C: 2.074 -5.079 3.509  -0.20
C: 2.656 1.464 -0.048  -0.12
C: -1.060 -0.859 -3.212  -0.21
C: 4.899 2.516 0.875  -0.51
C: -10.618 -0.829 6.467  -0.61
C: -3.683 -1.097 3.492  -0.20
C: 5.848 3.309 -9.243  -0.06
C: 4.963 -0.014 -5.062  -0.06
C: -4.104 -0.192 4.580  0.02
C: 6.007 -2.931 2.802  -0.49
C: -6.063 -1.234 2.764  -0.03
C: 1.199 -3.794 3.757  -0.21
C: 3.225 -4.914 2.453  -0.17
C: -1.385 -0.168 -1.835  -0.18
C: -5.497 0.233 4.760  -0.25
H: 4.646 0.604 -0.251  0.11
H: 5.448 2.371 -8.856  0.08
H: 5.921 6.885 -13.391  0.09
H: 4.201 4.470 -8.525  0.10
H: -9.535 -3.037 7.229  0.10
H: 6.897 8.196 -12.714  0.09
H: -5.314 2.183 5.656  0.08
H: 6.531 -1.170 1.504  0.09
H: -6.897 -1.613 2.134  0.08
H: 5.659 2.678 0.079  0.06
H: 2.542 1.140 -1.118  0.10
H: 2.504 -5.530 4.438  0.10
H: -6.461 -2.867 0.568  0.06
H: -6.936 1.433 5.989  0.07
H: 1.808 -0.454 4.545  0.07
H: 3.303 -5.895 1.908  0.10
H: -9.452 -1.909 8.620  0.10
H: 4.994 1.695 3.359  -0.13
H: 0.601 0.876 -1.960  0.09
H: 3.566 5.767 -6.263  0.09
H: -4.468 -3.682 1.830  0.13
H: 4.090 0.573 1.463  0.04
H: -0.702 1.848 -1.161  0.12
H: 2.375 -2.351 2.594  0.08
H: 0.300 1.038 3.100  0.06
H: -3.386 0.216 5.324  0.11
H: -1.787 -1.708 -3.332  0.11
H: 4.226 3.385 1.040  0.06
H: -12.604 -0.213 4.988  0.12
H: 7.567 6.558 -12.765  0.10
H: 2.545 2.582 -0.082  0.10
H: -8.003 -2.268 7.666  0.10
H: 6.377 3.100 -10.174  0.07
H: 5.268 -0.930 -4.556  0.08
H: -5.068 -3.227 -0.604  0.07
H: 4.901 -1.993 1.143  0.09
H: -11.959 1.357 4.534  0.12
H: 4.008 3.958 -10.193  0.13
H: -12.921 0.624 7.343  0.07
H: -5.392 0.853 6.861  0.07
H: -7.546 -0.036 3.962  0.09
H: -1.258 -0.138 -4.039  0.11
H: 3.040 -4.147 1.669  0.11
H: 1.379 -5.859 3.094  0.10
H: 0.998 1.850 1.220  0.13
H: 0.391 -1.545 4.862  0.07
H: 1.177 -0.685 -3.329  0.10
H: 6.975 0.633 -5.421  0.12
H: 4.047 0.349 -4.593  0.07
H: -1.344 0.076 4.547  0.08
H: 4.720 -0.245 -6.101  0.08
H: 0.256 -3.784 3.149  0.10
H: -1.515 -0.980 -1.086  0.07
H: -12.193 2.158 6.899  0.08
H: 0.442 -1.932 -4.358  0.09
H: 4.551 -4.247 4.157  0.12
H: -2.577 -1.442 0.945  0.07
H: -2.265 -3.241 1.176  0.09
H: 0.532 -0.816 -0.116  0.12
H: 3.802 5.293 -4.575  0.10
H: 4.974 -5.794 3.378  0.12
H: -13.755 1.683 6.197  0.08
H: -5.415 -1.536 -0.165  0.09
H: 2.602 4.440 -5.595  0.10
H: 0.021 -1.678 2.106  0.06
H: 2.835 -2.465 4.322  0.10
H: 5.092 -0.996 2.604  0.07
H: 6.583 3.699 -8.537  0.09
H: -3.003 -2.689 -0.360  0.06
H: 0.845 -3.857 4.826  0.10
H: -2.082 0.593 2.936  0.10
H: -2.373 0.360 -1.893  0.12
H: 6.279 1.297 -3.953  0.13

Record-wise DFT total energy values, in Ha: -5069.8091 -4935.4191 -1342.4952 -4369.6036